1.
Entry from the OMol25 dataset: a structure of composition C28H44BrF3N7NbOPS in a non-equilibrium geometry (ωB97M-V with the def2-TZVPD basis set).

Geometry as ORCA input:
```
! RIJCOSX wB97M-V def2-TZVPD def2/J DEFGRID3
* xyz -1 1
C 2.6726 4.9318 1.5820
C 3.7543 3.8717 1.6833
C 3.2880 2.4300 1.4699
Br 2.0033 2.0172 2.9171
Nb 2.6089 1.8666 -0.6313
N 3.6830 3.4126 -1.5164
C 1.4779 0.0354 0.1207
C 2.2924 -1.1425 0.4278
O 2.6926 -1.4162 1.5172
N 2.5416 -2.0268 -0.6963
C 2.0652 -3.3792 -0.3825
C 3.9701 -2.0665 -1.0656
P 0.3867 3.1965 -0.4812
S 0.3216 4.7770 -1.6767
C 1.9379 1.1672 -2.7712
F 2.5900 1.8307 -3.7298
F 0.6400 1.3554 -3.0709
F 2.2017 -0.1152 -3.0526
H 2.9735 5.8265 2.1089
H 1.7282 4.6277 2.0068
H 2.5157 5.2281 0.5492
H 4.5467 4.1395 0.9974
H 4.1871 3.9347 2.6789
H 4.1475 1.8023 1.6745
H 4.0849 0.7982 -0.8403
H 4.6447 3.4925 -1.2039
H 3.2067 4.3130 -1.5059
H 0.8266 -0.2588 -0.6975
H 0.8425 0.2492 0.9759
H 1.9220 -3.8986 -1.3166
H 1.1127 -3.3100 0.1245
H 2.7857 -3.9091 0.2366
H 4.1832 -3.0496 -1.4562
H 4.1796 -1.2954 -1.7879
H 4.5852 -1.8526 -0.1939
H -0.6811 2.3375 -0.8397
H 0.0995 3.4991 0.8719
N -0.5913 -3.9351 2.2572
C -0.7686 -5.1568 2.8417
C -1.6952 -5.8455 2.1024
C -2.0882 -5.0026 1.0261
C -1.3882 -3.8335 1.1493
H 0.0338 -3.2183 2.5873
H -0.2222 -5.4315 3.7274
H -2.0478 -6.8436 2.3086
H -2.8000 -5.2291 0.2499
H -1.3839 -2.9408 0.5472
N 1.7860 -1.8282 -8.1299
C 1.3229 -0.9091 -7.2225
C 2.0952 -0.9985 -6.0968
C 3.0660 -2.0094 -6.3338
C 2.8515 -2.5010 -7.5946
H 1.4032 -1.9838 -9.0433
H 0.4860 -0.2736 -7.4565
H 1.9812 -0.4103 -5.2076
H 3.8344 -2.3364 -5.6530
H 3.3615 -3.2669 -8.1542
N -5.5525 -6.3159 1.5471
C -5.8319 -6.1657 0.2172
C -7.1917 -6.2114 0.0645
C -7.7558 -6.3913 1.3558
C -6.7188 -6.4497 2.2481
H -4.6301 -6.3222 1.9467
H -5.0429 -6.0391 -0.5039
H -7.7232 -6.1226 -0.8681
H -8.8021 -6.4671 1.6008
H -6.7107 -6.5744 3.3173
N 0.9212 9.8165 3.1024
C 1.1637 8.9784 2.0456
C 0.2562 7.9567 2.1020
C -0.5699 8.1872 3.2354
C -0.1364 9.3418 3.8306
H 1.4398 10.6490 3.3108
H 1.9584 9.1806 1.3483
H 0.1905 7.1342 1.4077
H -1.3881 7.5738 3.5736
H -0.4863 9.8637 4.7050
N -3.3707 -1.4306 2.2417
C -3.0318 -0.5605 1.2474
C -3.9885 0.4171 1.1940
C -4.9479 0.1182 2.2001
C -4.5351 -1.0264 2.8321
H -2.8366 -2.2429 2.4966
H -2.1318 -0.7131 0.6755
H -3.9987 1.2521 0.5137
H -5.8356 0.6816 2.4353
H -4.9674 -1.5835 3.6456
*
```

Summary:
**HOMO energy**: -5.02 eV
**Energy**: -5221.86569 a.u.
**Orbital gap**: 6.0 eV



2.
Entry from the OMol25 dataset: a structure of composition C28H44BrMgN3P2 in a non-equilibrium geometry (ωB97M-V with the def2-TZVPD basis set).

Geometry as ORCA input:
```
! RIJCOSX wB97M-V def2-TZVPD def2/J DEFGRID3
* xyz 2 1
N 7.0183 -1.9752 2.5885
C 6.3486 -3.1300 2.5644
C 4.9499 -3.1924 2.5828
C 4.2131 -1.9885 2.5135
C 4.9602 -0.7862 2.6466
C 6.3544 -0.8186 2.6226
C 2.8108 -1.8789 2.1236
Mg 0.5428 -1.0006 0.6737
P -2.7228 1.3873 -3.7270
C 2.4634 -0.7026 1.4131
C 2.7109 -0.6262 -0.0371
C 2.8563 0.6422 -0.6549
C 2.5670 0.7928 -2.0069
C 2.3008 -0.3483 -2.8018
C 2.4051 -1.6253 -2.2266
C 2.6317 -1.7800 -0.8583
Br 1.4051 -0.1627 -4.4027
H 2.0663 -2.6064 2.4953
H 2.4651 0.2591 1.9520
H 4.4562 -4.1578 2.5911
H 4.4731 0.1804 2.7144
H 6.9500 -4.0463 2.5242
H 6.9211 0.1186 2.6539
H 3.2087 1.4683 -0.0258
H 2.7459 -2.7623 -0.4072
H 2.5854 1.7848 -2.4607
H 2.2964 -2.5084 -2.8612
P -0.8531 0.8545 1.5791
C -1.9482 -0.1961 -4.1935
C -1.7302 -0.2826 -5.7197
H -2.6038 -1.0136 -3.8597
H -0.9991 -0.2744 -3.6432
H -1.2863 -1.2455 -5.9996
H -2.6904 -0.1856 -6.2473
H -1.0740 0.5134 -6.0858
C -1.5237 2.6375 -3.1076
C -1.7650 4.0669 -3.6305
H -0.5229 2.2957 -3.4087
H -1.5733 2.6424 -2.0093
H -0.8955 4.6974 -3.4045
H -1.9142 4.0930 -4.7166
H -2.6340 4.5382 -3.1512
C -3.9403 0.9744 -2.4309
C -5.3343 0.6690 -3.0138
H -3.9997 1.8457 -1.7641
H -3.5627 0.1129 -1.8620
H -6.0844 0.6115 -2.2154
H -5.6466 1.4509 -3.7181
H -5.3487 -0.2905 -3.5477
C -2.6369 0.6195 1.9687
C -3.1116 1.2786 3.2634
H -2.8361 -0.4628 1.9826
H -3.1936 1.0172 1.1066
H -2.8136 0.6959 4.1451
H -2.7295 2.3047 3.3726
H -4.2102 1.3271 3.2516
C -0.8784 2.4025 0.6286
C 0.4102 3.2096 0.6317
H -1.7229 2.9877 1.0136
H -1.1395 2.0924 -0.3928
H 0.6500 3.5685 1.6410
H 1.2652 2.6420 0.2347
H 0.2683 4.0913 -0.0042
C 0.0494 1.2312 3.1319
C 0.2321 0.0882 4.1293
H -0.4710 2.0899 3.5780
H 1.0322 1.6036 2.8136
H 1.1061 0.3093 4.7593
H -0.6298 -0.0017 4.7991
H 0.4153 -0.8879 3.6588
N -1.5997 -4.2685 1.0438
C -2.3862 -3.5521 1.9504
C -1.6209 -2.5146 2.3844
N -0.4327 -2.5149 1.6611
C -0.4247 -3.6245 0.9017
H -1.8638 -5.1238 0.5672
H -3.3939 -3.8205 2.2054
H -1.8151 -1.7930 3.1666
H 0.4282 -4.0474 0.3668
*
```

Summary:
**HOMO energy (alpha / beta)**: -11.29 / -11.29 eV
**Energy**: -4713.75998 a.u.
**Orbital gap (alpha / beta)**: 2.6 / 2.8 eV



3.
Entry from the OMol25 dataset: a cluster of 6 separate species, C28H44BrN5O3 in total in a non-equilibrium geometry (ωB97M-V with the def2-TZVPD basis set).

Geometry as ORCA input:
```
! RIJCOSX wB97M-V def2-TZVPD def2/J DEFGRID3
* xyz 0 1
C 0.2146 -2.6940 -0.2114
C 0.4360 -2.4044 1.3249
C 1.4316 -1.6041 2.0060
C 2.6627 -0.9511 1.2923
C 2.7676 0.6131 1.1030
C 1.7971 0.9974 -0.1058
Br 2.5552 1.6759 2.7603
C 0.8564 -1.6245 3.4699
O 0.5402 -0.5067 3.9384
O 0.3285 -2.8735 3.8777
C -0.2545 -3.1114 2.5346
O -1.0123 -4.1005 2.6309
H 1.0757 -2.3363 -0.8940
H -0.6831 -2.0209 -0.4973
H -0.1307 -3.7568 -0.4523
H 3.5667 -1.2414 1.9562
H 2.8276 -1.4542 0.2880
H 3.8308 0.8417 0.7476
H 1.5322 2.0805 -0.0094
H 0.8523 0.3338 -0.0305
H 2.3278 0.7064 -1.0659
C 3.0135 3.3139 -3.0393
C 2.2243 4.2586 -3.9381
C 0.9364 4.7625 -3.2820
C 0.0376 3.6044 -2.9635
N -0.6665 2.6972 -2.7143
H 2.4455 2.4084 -2.8105
H 3.9375 3.0015 -3.5335
H 3.2795 3.8012 -2.0967
H 1.9869 3.7432 -4.8742
H 2.8536 5.1158 -4.1942
H 0.4129 5.4447 -3.9562
H 1.1616 5.3041 -2.3594
C -4.0497 -4.8325 -0.2300
C -4.6075 -5.2931 -1.5730
C -3.5508 -5.9543 -2.4614
C -2.4487 -4.9805 -2.7548
N -1.5872 -4.2152 -2.9842
H -3.2776 -4.0692 -0.3546
H -4.8427 -4.3943 0.3803
H -3.6181 -5.6712 0.3242
H -5.0409 -4.4320 -2.0913
H -5.4196 -6.0041 -1.3960
H -4.0000 -6.2781 -3.4034
H -3.1290 -6.8334 -1.9673
C -2.8041 -1.1019 4.3560
C -2.8495 0.3412 4.8453
C -4.2530 0.9488 4.7826
C -4.7456 0.9521 3.3658
N -5.1303 0.9536 2.2551
H -3.0913 -1.1772 3.3037
H -1.7912 -1.4989 4.4424
H -3.4747 -1.7361 4.9437
H -2.1591 0.9411 4.2442
H -2.4912 0.3774 5.8780
H -4.2354 1.9761 5.1555
H -4.9480 0.3756 5.4018
C -2.5957 5.2078 1.6699
C -2.5981 3.6915 1.5047
C -1.3894 3.0194 2.1601
C -0.1229 3.5253 1.5374
N 0.8710 3.9179 1.0491
H -1.7294 5.6647 1.1847
H -3.4888 5.6406 1.2130
H -2.5850 5.4872 2.7279
H -2.6221 3.4508 0.4374
H -3.5133 3.2869 1.9459
H -1.4433 1.9357 2.0264
H -1.3679 3.2278 3.2334
C 6.2332 -0.7966 -2.5598
C 5.6035 -1.1711 -3.8975
C 4.2124 -0.5629 -4.0915
C 3.2868 -1.0528 -3.0189
N 2.5619 -1.4362 -2.1780
H 5.6470 -1.1751 -1.7185
H 7.2336 -1.2275 -2.4774
H 6.3209 0.2892 -2.4579
H 5.5442 -2.2615 -3.9689
H 6.2568 -0.8310 -4.7059
H 3.8096 -0.8477 -5.0665
H 4.2610 0.5286 -4.0506
*
```

Summary:
**HOMO energy**: -9.37 eV
**SMILES**: CC1=C(C[C@@H](C)Br)C(=O)OC1=O.CCCC#N.CCCC#N.CCCC#N.CCCC#N.CCCC#N
**Energy**: -4166.68266 a.u.
**Orbital gap**: 9.2 eV



4.
Entry from the OMol25 dataset: a structure of composition C28H44CaCl3N4O3SeSi in a non-equilibrium geometry (ωB97M-V with the def2-TZVPD basis set).

Geometry as ORCA input:
```
! RIJCOSX wB97M-V def2-TZVPD def2/J DEFGRID3
* xyz -1 1
C 2.1951 -1.6082 -5.2487
C 1.5225 -0.3682 -4.7803
H 2.4569 -1.5293 -6.3010
H 1.5406 -2.4733 -5.1151
H 3.1090 -1.7970 -4.6803
C 0.9734 0.5701 -5.5679
C 1.1916 0.6180 -7.0488
H 0.3152 1.3454 -5.1387
H 0.7134 -0.2308 -7.5784
H 2.2674 0.6231 -7.3160
H 0.7554 1.5507 -7.4349
Ca -1.0087 -1.3065 1.8613
Cl 2.1222 -1.4964 2.4251
Cl -1.5826 -3.7126 0.7964
C 0.2361 1.6263 1.7252
O -0.6829 0.9086 2.2140
N 0.1275 2.9461 1.6131
C -1.1565 3.6106 1.7860
C 1.2866 3.8021 1.4041
H 1.1770 1.1743 1.3546
H -1.9060 2.8997 2.1376
H -1.4827 4.0330 0.8269
H -1.0480 4.4322 2.5014
H 2.1740 3.1774 1.2701
H 1.4287 4.4614 2.2727
H 1.1449 4.4071 0.5020
H -1.9822 -2.0332 -2.6524
H -2.4294 0.2874 -3.8020
C -2.9841 -1.8488 -2.2264
C -3.2617 0.4491 -3.1057
N -3.1114 -0.4161 -1.9482
H -3.1145 -2.4405 -1.3107
C -2.9823 0.0852 -0.7005
O -2.7458 -0.5890 0.3217
H -3.2738 1.4951 -2.7911
H -3.1097 1.1858 -0.6362
H -3.7390 -2.1066 -2.9837
H -4.1870 0.2105 -3.6408
O 0.3666 -1.2261 -3.0451
C 1.3085 -0.2996 -3.2378
C -0.1181 1.5991 -2.1760
C 1.0857 1.1414 -2.7144
H -0.9006 0.8673 -1.9545
C -0.3144 2.9692 -1.9611
H 2.3010 -0.6030 -2.8102
C 2.1451 2.0267 -2.8761
H -1.3018 3.3509 -1.6593
C 0.7572 3.8556 -2.1628
C 2.0010 3.3869 -2.6081
H 3.0875 1.6305 -3.2556
H 0.6251 4.9254 -1.9811
H 2.8357 4.0802 -2.7642
Si 0.1454 -3.7792 -0.9772
Cl 0.2776 -1.3590 -0.2750
C -1.1550 -5.0353 -1.6666
C 1.2814 -4.5893 0.3095
C 1.1325 -3.7989 -2.6195
H -2.1396 -4.5890 -1.8313
H -1.2718 -5.8818 -0.9784
H -0.8122 -5.4549 -2.6178
H 0.5538 -3.2542 -3.3755
H 1.2899 -4.8175 -3.0070
H 2.1182 -3.3342 -2.5166
H 1.7218 -3.8246 0.9668
H 2.0884 -5.1200 -0.2200
H 0.7397 -5.3196 0.9325
C 2.1826 0.3092 5.0359
N 0.7712 0.0709 5.2844
C 0.0923 -1.0703 4.9774
Se 0.7237 -2.6097 4.1810
N -1.1577 -0.9175 5.5277
C -1.2024 0.2243 6.3351
C -2.0546 0.5696 7.3725
C -1.6885 1.6748 8.1548
C -0.4820 2.3646 7.9207
C 0.4231 1.9283 6.9415
C 0.0106 0.8737 6.1439
H 2.7811 -0.4204 5.5945
H 2.4084 1.3265 5.3664
H 2.3992 0.1927 3.9663
H -1.8634 -1.6435 5.4878
H -2.9603 -0.0110 7.5391
H -2.3396 2.0193 8.9572
H -0.2500 3.2512 8.5103
H 1.4087 2.3776 6.7813
*
```

Summary:
**HOMO energy**: -2.98 eV
**Energy**: -6287.34570 a.u.
**Orbital gap**: 5.0 eV



5.
Entry from the OMol25 dataset: a structure of composition C28H44Cl3FGeN6O4S2Tc (ωB97M-V with the def2-TZVPD basis set).

Geometry as ORCA input:
```
! RIJCOSX wB97M-V def2-TZVPD def2/J DEFGRID3
* xyz 3 3
Tc -0.2013 0.1636 -0.2832
C 7.3915 -0.5304 -0.8552
C 6.7436 0.7683 -1.3010
N 5.2810 0.6295 -1.4901
C 4.4766 1.0288 -0.5229
C 3.0902 0.9059 -0.5272
C 2.4823 1.4595 0.6921
O 3.0610 1.8867 1.6533
O 1.1079 1.5146 0.7246
C 2.4570 0.2663 -1.6380
O 1.2257 0.0105 -1.7897
C 3.3534 -0.1419 -2.7108
C 2.8194 -0.7471 -3.8544
C 3.6411 -1.1427 -4.8687
F 3.0835 -1.6467 -5.9777
C 5.0462 -0.9985 -4.8121
C 5.5698 -0.3982 -3.6745
C 4.7438 0.0332 -2.6319
N 5.9043 -1.4288 -5.8297
C 5.5296 -2.4944 -6.7471
C 6.7762 -3.2225 -7.2202
N 7.7172 -2.2420 -7.8654
C 8.0695 -1.1211 -6.9274
C 6.7892 -0.4567 -6.4511
H 8.4626 -0.3725 -0.7377
H 7.2432 -1.3397 -1.5677
H 6.9951 -0.8480 0.1082
H 7.1600 1.1716 -2.2236
H 6.8736 1.5410 -0.5457
H 4.9500 1.4814 0.3391
H 1.7515 -0.8795 -3.9531
H 6.6411 -0.3076 -3.5882
H 4.9652 -2.1197 -7.6116
H 4.9001 -3.2252 -6.2454
H 6.5419 -3.9868 -7.9590
H 7.3225 -3.6677 -6.3893
H 7.2796 -1.8563 -8.7081
H 8.5648 -2.7202 -8.1800
H 8.7176 -0.4309 -7.4640
H 8.6150 -1.5781 -6.1025
H 6.2921 0.0357 -7.3018
H 7.0536 0.3316 -5.7490
Cl 0.0959 3.8602 2.6400
Ge 0.3939 1.7990 2.4221
Cl 1.1189 0.7194 4.0383
Cl -1.4794 0.8653 1.6772
C -7.3897 -2.1886 1.8284
C -7.4392 -1.0265 0.8459
C -6.2034 -0.9310 -0.0472
C -4.9344 -0.6528 0.7545
N -3.7318 -0.5338 -0.0725
C -3.0514 -1.5571 -0.5797
S -1.6085 -1.2178 -1.5290
N -3.4449 -2.7908 -0.3725
C -2.8014 -4.0491 -0.7669
C -3.7849 -4.9231 -1.5335
C -4.2402 -4.3343 -2.8650
C -3.1143 -4.1726 -3.8765
H -8.3379 -2.2946 2.3514
H -6.6206 -2.0619 2.5915
H -7.2016 -3.1329 1.3117
H -7.5721 -0.0831 1.3824
H -8.3148 -1.1288 0.2034
H -6.3257 -0.1335 -0.7842
H -6.0999 -1.8580 -0.6213
H -4.7417 -1.4131 1.5158
H -5.0366 0.2871 1.2991
H -3.4593 0.3772 -0.4045
H -4.3119 -2.9085 0.1384
H -2.4577 -4.5338 0.1473
H -1.9259 -3.8008 -1.3611
H -4.6507 -5.1270 -0.8959
H -3.3069 -5.8924 -1.6918
H -4.7274 -3.3683 -2.6939
H -5.0155 -4.9789 -3.2806
H -2.3805 -3.4277 -3.5614
H -3.5027 -3.8556 -4.8435
H -2.5862 -5.1155 -4.0264
S 0.8885 -1.5444 0.9129
C -0.4972 -2.2703 1.5279
N -1.4789 -2.7129 1.9401
C -2.1476 3.1100 -3.1100
C -1.0684 2.1250 -2.7395
O -1.0416 1.9311 -1.2843
H -2.1669 3.2262 -4.1936
H -1.9619 4.0964 -2.6832
H -3.1290 2.7605 -2.7934
H -0.0746 2.4562 -3.0442
H -1.2561 1.1299 -3.1347
H -0.9433 2.7915 -0.8540
*
```

Summary:
**HOMO energy (alpha / beta)**: -15.36 / -15.48 eV
**Energy**: -6156.73646 a.u.
**Orbital gap (alpha / beta)**: 7.7 / 7.3 eV